Entry w
Below is a cluster of 2 separate species, C7H18 in total, with properties calculated with wB97M-V/def2-TZVPD.

## Properties
**E_LUMO**: 0.040 Ha
**Molar mass**: 102.221 g mol⁻¹
**Frontier orbital gap**: 12.3 eV
**SMILES**: CC(C)C.CCC

Cartesian coordinates (Å):
C -0.1081 0.8474 -2.8191
C -0.9645 -0.3042 -2.3234
C 0.0039 1.9900 -1.8001
H 0.8652 0.4600 -3.1398
H -0.5766 1.2033 -3.7355
H -2.0187 0.0029 -2.2639
H -0.3770 1.6446 -0.8431
H 1.0115 2.3608 -1.6384
H -0.6525 2.8116 -2.0881
H -0.9486 -1.1142 -3.0522
H -0.6417 -0.6959 -1.3599
C 0.5078 -0.5429 1.3991
C -0.9403 -1.0160 1.1972
C 0.4724 0.7005 2.2805
C 1.3535 -1.6618 2.0246
H 0.9371 -0.3199 0.4169
H -1.2521 -1.5037 2.1278
H -1.0851 -1.8477 0.4963
H 0.3010 0.4188 3.3279
H 1.4069 1.2592 2.3028
H -0.3551 1.3422 2.0018
H 0.7822 -2.5978 2.0440
H 2.2820 -1.8089 1.4808
H 1.5085 -1.4809 3.0952
H -1.5115 -0.1475 0.8688

natural (NBO) atomic charge list, values in e, 8 entries:
1 C -0.401
2 C -0.602
3 C -0.615
4 H 0.196
5 H 0.196
6 H 0.199
7 H 0.199
8 H 0.212

***

Entry x
Below is a cluster of 2 separate species, C7H18 in total, with properties calculated with wB97M-V/def2-TZVPD.

## Properties
**E_LUMO**: 0.038 Ha
**Molar mass**: 102.221 g mol⁻¹
**Frontier orbital gap**: 11.9 eV
**SMILES**: CC(C)C.CCC

Cartesian coordinates (Å):
C 0.9039 1.8380 0.5834
C 0.6798 2.1911 2.0326
C 0.6167 3.0305 -0.3521
H 1.8760 1.4723 0.2943
H 0.2342 1.1012 0.1472
H 0.8754 3.2276 2.2360
H 1.5310 1.8147 2.6276
H -0.2370 3.6161 -0.0051
H 1.4167 3.7322 -0.5982
H -0.1624 1.8155 2.6064
H 0.2655 2.7091 -1.3417
C -0.6033 -1.4953 -0.3863
C -1.8299 -2.3379 -0.0387
C 0.6960 -2.1582 0.0527
C -0.5143 -1.1434 -1.8744
H -0.7420 -0.5723 0.1516
H -2.0103 -2.3145 1.0370
H 0.7008 -3.1770 -0.3432
H 1.5868 -1.6172 -0.2647
H 0.7765 -2.2324 1.1419
H -1.5081 -1.0454 -2.2338
H 0.0180 -0.2410 -2.1413
H -0.1026 -1.9682 -2.4616
H -1.5388 -3.3782 -0.2373
H -2.7595 -2.1857 -0.5707

natural (NBO) atomic charge list, values in e, 8 entries:
1 C -0.420
2 C -0.633
3 C -0.604
4 H 0.204
5 H 0.207
6 H 0.211
7 H 0.210
8 H 0.200

***

Top of the stability list: entry w, leading by 0.355 eV.

***

Entry w
Below is the molecule C4H5ClN2O, with properties calculated with wB97M-V/def2-TZVPD.

## Properties
**E_LUMO (spin up / spin down)**: -0.003 / -0.003 Ha
**Molar mass**: 132.550 g mol⁻¹
**Frontier orbital gap (spin up / spin down)**: 7.6 / 7.6 eV
**SMILES**: N/C(=C/C=C=O)NCl

Cartesian coordinates (Å):
C 0.7793 -0.4921 -0.2717
C 1.3107 0.6481 -1.0066
C -0.3017 -0.5770 0.5261
C 1.0524 1.9233 -0.7396
N -1.1134 0.4985 0.7593
N -0.6437 -1.8344 1.0488
O 0.7973 3.0214 -0.4143
Cl -2.5146 0.5101 -0.4265
H 1.3244 -1.3737 -0.4307
H 2.1790 0.5041 -1.8141
H -0.5323 -2.6765 0.4930
H -1.5931 -1.5816 1.4614
H -0.7444 1.4297 0.8150

natural (NBO) atomic charge list, values in e, 8 entries:
1 C -0.250
2 C -0.556
3 C 0.276
4 C 0.717
5 N -0.597
6 N -0.828
7 O -0.460
8 Cl 0.021

***

Entry x
Below is the molecule C4H5ClN2O, with properties calculated with wB97M-V/def2-TZVPD.

## Properties
**E_LUMO**: 0.023 Ha
**Molar mass**: 132.550 g mol⁻¹
**Frontier orbital gap**: 11.3 eV
**SMILES**: N#C[C@@H](/C=N/O)CCl

Cartesian coordinates (Å):
C 0.8927 -0.0328 0.1705
C -0.5186 0.3038 -0.3127
C -1.4947 -0.5446 0.4672
C -0.7610 1.6961 -0.1803
H 3.5469 -0.8449 -0.8296
H 1.0540 -0.1166 1.2626
H -0.5796 0.0995 -1.3627
H -1.0297 -1.5269 0.5834
H -1.8235 -0.2181 1.4484
N 1.8256 -0.1519 -0.6662
N -0.9613 2.8345 -0.1183
O 2.9556 -0.7292 -0.0776
Cl -3.1064 -0.7690 -0.3847

natural (NBO) atomic charge list, values in e, 8 entries:
1 C 0.055
2 C -0.416
3 C -0.322
4 C 0.280
5 H 0.482
6 H 0.194
7 H 0.283
8 H 0.224

***

Entry y
Below is the molecule C4H5ClN2O, with properties calculated with wB97M-V/def2-TZVPD.

## Properties
**E_LUMO**: 0.032 Ha
**Molar mass**: 132.550 g mol⁻¹
**Frontier orbital gap**: 10.7 eV
**SMILES**: O[C@@H](Cl)n1cccn1

Cartesian coordinates (Å):
C 1.6803 -0.7420 0.1060
C 1.1230 -1.0825 -1.1194
C 0.6036 -0.2212 0.7565
C -1.6681 0.4336 -0.0730
N -0.1316 -0.7046 -1.2756
N -0.4271 -0.1469 -0.1061
O -1.9947 1.0926 -1.1958
Cl -2.9163 -0.8435 0.3996
H 2.5988 -0.7486 0.6451
H 1.5584 -1.4760 -2.0469
H 0.4816 0.0701 1.7203
H -1.5270 1.2495 0.8277
H -2.5331 0.6998 -1.9103

natural (NBO) atomic charge list, values in e, 8 entries:
1 C -0.341
2 C -0.038
3 C -0.015
4 C 0.330
5 N -0.256
6 N -0.240
7 O -0.699
8 Cl -0.113

***

Top of the stability list: entry y, leading by 0.742 eV.

***

Entry w
Below is a cluster of 6 separate species, C12H36O6 in total, with properties calculated with wB97M-V/def2-TZVPD.

## Properties
**E_LUMO**: 0.018 Ha
**Molar mass**: 276.414 g mol⁻¹
**Frontier orbital gap**: 10.0 eV
**SMILES**: CC(C)O.CC(C)O.CC(C)O.CO.CO.CO

Cartesian coordinates (Å):
C -2.1436 0.1961 -2.4378
O -1.1073 -0.4203 -3.1845
H -2.6017 1.0150 -3.0036
H -2.9124 -0.5459 -2.2379
H -1.7765 0.5921 -1.4873
H -0.3386 0.1580 -3.1070
C 0.7856 0.3156 0.3577
O -0.1894 0.2990 1.3732
H 0.3139 0.2548 -0.6193
H 1.3854 1.2363 0.3946
H 1.4925 -0.5128 0.4845
H 0.1347 -0.2516 2.1008
C -2.8809 2.1641 2.6832
O -1.4917 2.4583 2.6805
H -3.2073 1.7757 1.7170
H -3.1305 1.4394 3.4670
H -3.4060 3.0911 2.9057
H -1.0380 1.7008 2.2827
C 0.7967 -4.4643 -0.8650
C 0.6182 -3.0850 -1.4586
C 1.8289 -2.6887 -2.3128
O -0.5799 -3.1276 -2.2429
H 0.7302 -5.2134 -1.6538
H 0.0664 -4.6498 -0.0809
H 1.7994 -4.5489 -0.4319
H 0.4732 -2.3828 -0.6287
H 1.5132 -1.9976 -3.1028
H 2.2315 -3.5708 -2.8076
H 2.5727 -2.1475 -1.7282
H -0.5894 -2.3469 -2.8144
C 2.4351 3.7546 -3.2914
C 1.2215 3.2122 -2.5630
C -0.0537 3.6414 -3.2416
O 1.2169 1.7760 -2.5633
H 3.3386 3.1874 -3.0578
H 2.5978 4.8027 -3.0402
H 2.2906 3.6915 -4.3735
H 1.2347 3.5887 -1.5324
H -0.0536 3.3254 -4.2849
H -0.2033 4.7226 -3.1878
H -0.9382 3.2244 -2.7507
H 2.0635 1.4538 -2.2420
C -0.2542 -0.1825 5.0079
C -0.0428 -1.5481 4.3833
C -1.3193 -2.1486 3.8478
O 0.8482 -1.4534 3.2608
H 0.7032 0.3265 5.1691
H -0.7301 -0.2590 5.9860
H -0.8469 0.4742 4.3667
H 0.3593 -2.2392 5.1308
H -1.1075 -3.1396 3.4462
H -1.7745 -1.5273 3.0764
H -2.0509 -2.2600 4.6516
H 1.7162 -1.1661 3.5603

natural (NBO) atomic charge list, values in e, 8 entries:
1 C -0.248
2 O -0.752
3 H 0.161
4 H 0.188
5 H 0.170
6 H 0.490
7 C -0.244
8 O -0.777

***

Entry x
Below is a cluster of 6 separate species, C12H36O6 in total, with properties calculated with wB97M-V/def2-TZVPD.

## Properties
**E_LUMO**: 0.013 Ha
**Molar mass**: 276.414 g mol⁻¹
**Frontier orbital gap**: 9.8 eV
**SMILES**: CCO.CCO.CCO.CCO.CCO.CCO

Cartesian coordinates (Å):
C 4.6416 0.5526 -0.4499
C 4.2041 1.2299 -1.7580
O 3.4701 2.4422 -1.4688
H 3.8930 0.3737 0.2634
H 5.2860 1.1885 0.0560
H 5.2248 -0.3285 -0.8365
H 3.6701 0.4786 -2.3183
H 4.9702 1.5603 -2.2868
H 3.3701 2.9805 -2.3653
C 1.8381 0.3408 3.6154
C 2.2317 1.0710 4.8106
O 3.2534 0.1285 5.3916
H 1.3297 -0.6039 3.7504
H 2.7162 0.1940 3.1179
H 1.3458 1.0507 3.0153
H 1.4107 1.3599 5.5142
H 2.8608 1.9667 4.6438
H 3.6049 0.4558 6.1477
C -1.8434 3.7741 -2.4570
C -1.1666 3.1257 -3.6683
O -1.1492 3.8944 -4.8644
H -2.8760 4.1754 -2.5542
H -1.2182 4.7195 -1.9838
H -1.8440 3.0953 -1.5764
H -1.9092 2.2843 -4.0456
H -0.2275 2.7316 -3.6946
H -0.7247 3.2139 -5.5036
C 0.6196 -0.4696 -0.3347
C -0.8493 -0.2479 -0.8057
O -1.7643 -1.0930 -0.1163
H 1.0386 -0.2525 0.5707
H 1.1818 0.0599 -1.1604
H 0.9504 -1.5760 -0.3857
H -1.0108 -0.4428 -1.8866
H -1.0824 0.6841 -0.4061
H -1.6100 -0.9438 0.8086
C -3.0230 -2.6463 -3.5111
C -3.2658 -3.3418 -2.0930
O -2.1046 -3.4826 -1.4021
H -2.6658 -1.6251 -3.3124
H -4.0347 -2.7338 -4.0034
H -2.3270 -3.0313 -4.2457
H -3.7561 -4.4253 -2.2379
H -4.1280 -2.8671 -1.4714
H -1.9519 -2.6220 -1.1063
C -1.7661 -2.7721 2.8973
C -1.7984 -1.4459 3.5395
O -1.8404 -0.3794 2.5918
H -2.8241 -3.0357 2.3940
H -1.7730 -3.6671 3.6249
H -1.0829 -2.9289 2.1804
H -0.8552 -1.3056 3.9739
H -2.5607 -1.3723 4.3803
H -2.0781 0.5082 3.0224

natural (NBO) atomic charge list, values in e, 8 entries:
1 C -0.619
2 C -0.046
3 O -0.733
4 H 0.214
5 H 0.205
6 H 0.209
7 H 0.149
8 H 0.156

***

Top of the stability list: entry w, leading by 5.335 eV.

***

Entry w
Below is the ion C8H17N2 with charge +1, with properties calculated with wB97M-V/def2-TZVPD.

## Properties
**E_LUMO**: -0.115 Ha
**Molar mass**: 141.238 g mol⁻¹
**Frontier orbital gap**: 10.0 eV
**SMILES**: CC1(C)N[C@H]2CC[NH2+][C@]21C
**Net charge**: +1

Cartesian coordinates (Å):
C -1.5503 -0.3676 -1.7476
C -1.4241 1.0956 -1.3536
C -0.6666 -1.0587 -0.7242
C 0.5096 -0.0435 -0.3575
C 0.0688 -0.2383 1.1554
C 1.8955 -0.3091 -0.8142
C -0.0282 1.1383 1.9512
C 1.0727 -1.2124 1.8498
N -1.1848 -0.8384 0.6483
N 0.0056 1.1873 -0.9589
H -2.6070 -0.8380 -1.7485
H -1.3574 -0.6886 -2.7288
H -1.7007 1.8820 -2.1557
H -2.2455 1.3355 -0.5675
H -0.3226 -2.0453 -0.9715
H 2.7038 0.3561 -0.3965
H 2.0385 -0.1248 -1.8500
H 2.1351 -1.2579 -0.5623
H -0.1947 0.9001 2.9856
H -0.9985 1.5691 1.5660
H 0.9297 1.6424 1.7869
H 0.4517 -1.4167 2.6839
H 1.8979 -0.6857 2.2638
H 1.2093 -1.8975 1.1255
H -1.4483 -1.6418 1.2702
H 0.4806 1.4741 -1.8497
H 0.3300 2.0838 -0.5000

natural (NBO) atomic charge list, values in e, 8 entries:
1 C -0.468
2 C -0.256
3 C -0.051
4 C 0.118
5 C 0.189
6 C -0.641
7 C -0.653
8 C -0.628

***

Entry x
Below is the ion C8H17N2 with charge +1, with properties calculated with wB97M-V/def2-TZVPD.

## Properties
**E_LUMO**: -0.097 Ha
**Molar mass**: 141.238 g mol⁻¹
**Frontier orbital gap**: 10.6 eV
**SMILES**: C=C1[N@@H+](C)CN(C)C1(C)C
**Net charge**: +1

Cartesian coordinates (Å):
C 0.8416 1.0140 -0.0759
C 1.3291 2.1540 0.4438
C 0.3052 -1.1004 -1.2643
C -0.9455 0.3878 -0.0925
C -1.5981 1.0935 -1.2975
C -1.5567 0.7388 1.2846
C -1.1556 -2.0268 0.4653
C 2.4324 -0.7833 0.4839
N -0.6977 -0.9107 -0.4052
N 1.6634 -0.1449 -0.5032
H 2.3385 2.3884 0.6445
H 0.7200 2.9835 0.7833
H 0.5369 -2.0883 -1.3399
H 0.3701 -0.5117 -2.1803
H -1.1956 2.1726 -1.3744
H -2.7328 1.1781 -1.0682
H -1.3880 0.4771 -2.2749
H -2.6736 0.4841 1.3048
H -1.7157 1.8182 1.3975
H -0.9491 0.2916 2.0552
H -1.2671 -1.5987 1.3887
H -2.2156 -2.4071 0.0832
H -0.6216 -2.9112 0.4685
H 3.0221 -1.5658 -0.0116
H 3.2379 -0.1203 1.1228
H 1.7436 -1.2367 1.2478
H 2.1717 0.2245 -1.2861

natural (NBO) atomic charge list, values in e, 8 entries:
1 C 0.109
2 C -0.395
3 C 0.065
4 C 0.224
5 C -0.646
6 C -0.661
7 C -0.401
8 C -0.430

***

Entry y
Below is a cluster of 2 separate species, C8H17N2 in total, with properties calculated with wB97M-V/def2-TZVPD.

## Properties
**E_LUMO**: -0.179 Ha
**Molar mass**: 141.238 g mol⁻¹
**Frontier orbital gap**: 8.2 eV
**Net charge**: +1

Cartesian coordinates (Å):
C -3.3335 1.5624 0.1778
C -2.8285 0.4636 -0.0907
C 0.9529 -1.5316 -0.6011
C 1.1862 0.8051 -1.3905
C 2.6050 -0.1138 0.6246
C -0.2504 1.5699 1.0194
C -1.9900 -0.6367 -0.3913
C 1.2446 -0.0632 -0.1653
N -2.1931 -1.7867 0.2068
N 0.0563 0.1890 0.6857
H -3.9451 2.3928 0.0133
H 1.7638 -2.2335 -0.5802
H 0.1612 -2.1242 0.0502
H 0.4317 -1.5903 -1.6244
H 1.3485 1.9235 -1.1299
H 0.2198 0.7631 -1.8663
H 2.0529 0.6343 -2.0609
H 2.8396 0.7960 1.3301
H 2.4822 -1.0289 1.2557
H 3.3915 -0.2144 -0.1106
H -0.9105 1.5648 1.9572
H 0.6277 2.1110 1.3836
H -0.4296 2.0209 0.1093
H -1.3692 -0.6340 -1.3290
H -1.6532 -2.6490 0.0031
H -2.7891 -1.7742 0.9668
H 0.3282 -0.4159 1.5566

natural (NBO) atomic charge list, values in e, 8 entries:
1 C 0.005
2 C -0.161
3 C -0.608
4 C -0.638
5 C -0.626
6 C -0.440
7 C 0.225
8 C 0.096

***

Top of the stability list: entry w, leading by 1.740 eV.